[1]
ORCA calculation (wB97M-V/def2-TZVPD) on a molecular structure, C7H24AgO7 in a non-equilibrium geometry.

The HOMO-LUMO gap comes out at 10.7 eV. As for the energy: -954.45047 Eh. The energy relative to the best compared isomer or geometry (same formula, charge and spin) is 7.4 kJ/mol. The LUMO energy is -2.469 eV.

Structure (ORCA input):
```
! wB97M-V def2-TZVPD RIJCOSX def2/J DEFGRID3
* xyz 1 1
Ag -0.25901 -0.76142 0.22828
O 2.31220 -1.64403 -1.41222
O -0.20743 -2.28069 2.00699
O -2.29280 0.65404 -0.25219
O -1.19749 -2.25700 -1.55544
O 0.43290 1.22847 -1.13238
O 0.65375 3.26894 -2.74136
O 0.86382 0.57157 2.08652
C 2.48815 -2.45701 -0.26039
C 0.42607 -0.22871 3.19012
C 0.67257 -1.69422 2.97769
C 0.45897 2.49170 -0.49455
C 0.08623 3.59358 -1.48066
C -3.24578 1.07132 0.73330
C -0.67405 -1.74588 -2.79102
H -3.72819 2.00298 0.44202
H 0.83512 1.33576 -2.00450
H -0.64200 -0.03330 3.35149
H 2.90222 -3.43878 -0.49042
H 3.12773 -1.97395 0.48191
H -4.02425 0.31588 0.84188
H -2.34316 1.27670 -0.97952
H -1.00496 3.68433 -1.54138
H 1.55588 1.15852 2.39995
H -2.73914 1.20280 1.68920
H -0.54714 -3.09772 2.38135
H 0.39066 -1.95428 -2.88784
H -1.57426 -3.11675 -1.75208
H 2.86520 -0.86469 -1.32183
H 1.52580 -2.63115 0.23625
H 1.72860 -1.84501 2.71146
H 1.43916 2.69436 -0.04336
H -0.81826 -0.66471 -2.80338
H 0.60703 -2.21199 3.94001
H -0.24726 2.45028 0.33437
H 0.00809 3.42409 -3.43400
H -1.19815 -2.16639 -3.64946
H 0.89916 0.08665 4.12260
H 0.46402 4.55570 -1.12741
*
```



[2]
ORCA calculation (wB97M-V/def2-TZVPD) on 6 unconnected molecules or ions with the total composition C7H24BrN8O5 in a non-equilibrium geometry.

The HOMO-LUMO gap comes out at 9.2 eV. As for the energy: -3669.61726 Eh. The LUMO energy is 2.657 eV.

Structure (ORCA input):
```
! wB97M-V def2-TZVPD RIJCOSX def2/J DEFGRID3
* xyz -1 1
Br 0.99203 0.57098 0.25772
O -4.19638 1.75480 2.43858
O 0.32680 1.22514 4.92321
O -0.24771 0.23767 -5.00739
O 5.31058 -0.40819 0.24678
O -1.36972 -1.71649 0.33658
N -3.10730 -0.15364 2.05929
N 5.78240 -0.04771 -1.89005
N -2.28745 1.63101 1.09441
N 0.36476 2.65149 3.15310
N -0.59095 3.24045 5.09013
N 3.73235 0.10915 -1.28931
N 1.28467 0.09072 -3.36874
N -0.61152 0.92282 -2.86261
C -3.22044 1.16903 1.90113
C 0.07266 2.33757 4.40296
C 4.92980 -0.21582 -0.89193
C -2.88627 -3.00304 -0.84591
C -1.51136 -2.28512 -0.90918
C -0.38961 -3.30645 -0.98975
C 0.08528 0.34793 -3.80547
H 0.55314 -2.93704 -0.58620
H 0.37568 3.62160 2.87228
H -2.98644 -3.75768 -1.62603
H 3.59762 0.19965 -2.28619
H -3.70273 -2.28235 -0.89168
H 5.49161 -0.01096 -2.85658
H -0.18119 1.01839 -1.95388
H -2.50847 -0.51423 1.33027
H 2.97225 0.33716 -0.66451
H 1.98970 -0.14044 -4.05403
H -2.26300 2.59938 0.80846
H -3.86592 -0.62932 2.52654
H -1.53216 -1.62164 -1.77374
H -0.52172 4.18521 4.73981
H -1.58269 1.15652 -3.01202
H 1.42428 -0.00509 -2.37304
H 6.74552 -0.22219 -1.64093
H -0.69651 -1.03295 0.37080
H 0.73871 2.04646 2.43603
H -1.01217 3.17717 6.00592
H -1.55893 1.03584 0.72680
H -0.26682 -3.74311 -1.98088
H -0.59722 -4.04442 -0.21490
H -3.07508 -3.58828 0.05407
*
```



[3]
ORCA calculation (wB97M-V/def2-TZVPD) on 5 unconnected molecules or ions with the total composition C7H24N4O5 in a non-equilibrium geometry.

The HOMO-LUMO gap (spin up / spin down) comes out at 1.8 / 8.7 eV. As for the energy: -876.24044 Eh. The LUMO energy (spin up / spin down) is 2.594 / 2.524 eV.

Structure (ORCA input):
```
! wB97M-V def2-TZVPD RIJCOSX def2/J DEFGRID3
* xyz -1 2
O -0.32079 0.32354 -1.82649
O 3.10775 -1.73466 0.51018
O -3.71063 3.17079 1.49107
O 0.54035 0.80860 4.33317
O -2.94974 -2.42637 -1.27283
N 5.30621 -2.12510 0.21904
N 3.94192 -2.77630 -1.25356
N -1.14878 -2.34248 -2.60864
N -2.55873 -3.89099 -2.97504
C -2.88350 2.75074 0.45691
C 1.51601 1.90590 2.55642
C -2.31216 -2.82848 -2.30012
C 4.05661 -2.20162 -0.13495
C -3.89540 2.45947 -0.63931
C 0.52356 2.03953 3.65422
C 0.78607 0.60655 -0.99698
H 5.55583 -1.84850 1.15780
H -0.57526 -2.82622 -3.28478
H -2.34460 1.85280 0.75926
H 3.13105 -2.92850 -1.83615
H -3.40111 2.08952 -1.53759
H -0.34809 2.36009 3.08362
H 1.67694 0.81412 -1.58974
H -3.25273 -4.36942 -2.41864
H -0.28350 0.69845 4.81353
H 1.61758 2.86427 2.04720
H 0.97527 1.25000 1.87416
H 6.03395 -2.56113 -0.32901
H -0.62537 -1.64124 -2.10424
H 0.56533 1.47024 -0.36975
H -4.32895 3.34978 -1.09484
H 0.79040 2.86772 4.31072
H -0.68013 1.16964 -2.10326
H 0.99496 -0.24670 -0.35166
H -2.10684 3.50834 0.35227
H -4.06550 2.40277 1.94473
H 2.48858 1.59744 2.93991
H 4.86697 -3.10223 -1.49469
H -1.97253 -4.32647 -3.67277
H -4.71100 1.81611 -0.30918
*
```



[4]
ORCA calculation (wB97M-V/def2-TZVPD) on a molecular structure, C7H24N6O7Zn in a non-equilibrium geometry.

The HOMO-LUMO gap comes out at 10.4 eV. As for the energy: -2915.28623 Eh. The LUMO energy is -5.051 eV.

Structure (ORCA input):
```
! wB97M-V def2-TZVPD RIJCOSX def2/J DEFGRID3
* xyz 2 1
Zn -0.43732 0.54146 -0.24269
O 0.66816 0.78435 1.39878
O 0.72942 -1.00116 -0.60493
O -1.43326 -2.23696 3.55117
O 0.92914 1.67675 -1.41290
O -1.65447 -0.54734 1.03270
O -1.45929 -0.10860 -1.95917
O -1.77635 2.03720 -0.26613
N 1.07849 -0.39843 3.30576
N 2.31277 1.32071 2.96664
N 3.15301 1.94696 -1.90497
N 2.15931 -1.38359 -2.34287
N 1.84609 3.73791 -1.77626
N 1.35305 -3.13263 -1.12845
C -2.30391 -2.48074 2.42679
C -1.74449 -1.97217 1.08919
C 1.34663 0.53302 2.39788
C -2.45539 0.86752 -2.25756
C 1.38472 -1.78111 -1.30976
C -2.96713 1.47163 -0.98800
C 1.87850 2.39128 -1.75273
H -2.23321 -2.50658 0.27331
H -1.81259 -2.63434 4.34065
H -2.44579 -0.29335 1.52248
H 3.29067 0.98647 -1.63734
H -3.23152 0.40157 -2.86755
H -0.71036 -2.32186 1.07274
H 2.86334 1.95764 2.41076
H 0.41659 -1.07500 2.94614
H -2.30965 -3.55560 2.22866
H 1.94692 -3.61171 -1.78238
H -3.31365 -2.16405 2.69329
H 1.58172 -0.55121 4.15654
H 2.59385 -2.10310 -2.89710
H 3.78253 2.69771 -2.11972
H -1.89813 2.98452 -0.15977
H -1.91857 1.56273 -2.90731
H 2.59163 4.21689 -2.25053
H 1.85358 -0.52439 -2.77424
H -3.34259 0.74490 -0.27182
H -1.07549 -0.35037 -2.80757
H 0.73390 -3.49716 -0.42643
H 0.95739 4.16189 -1.56691
H 2.76152 0.94609 3.77903
H -3.68973 2.26226 -1.17741
*
```



[5]
ORCA calculation (wB97M-V/def2-TZVPD) on 6 unconnected molecules or ions with the total composition C7H24O6 in a non-equilibrium geometry.

The HOMO-LUMO gap comes out at 9.8 eV. As for the energy: -732.42087 Eh. The energy relative to the best compared isomer or geometry (same formula, charge and spin) is 336.6 kJ/mol. The LUMO energy is 0.349 eV. Its SMILES is C=C(CC)CCCO.O.O.O.O.O.

Structure (ORCA input):
```
! wB97M-V def2-TZVPD RIJCOSX def2/J DEFGRID3
* xyz 0 1
O 2.17114 3.39606 1.84409
O 0.59662 1.43006 2.59755
O 3.72948 -2.50285 -0.02447
O -1.28457 -1.42592 0.20096
O -1.20932 -0.60014 2.69488
O -1.92897 -3.04072 -2.29802
C -0.25721 0.98161 -1.48048
C -0.91078 0.72784 -2.60620
C -0.79451 2.02676 -0.49950
C 1.13071 0.42429 -1.07066
C 0.99103 -0.68451 -0.00553
C -0.15934 -1.68295 -0.49360
C -2.26956 1.75526 -0.32530
H 0.76926 1.37070 3.51724
H -0.47919 0.21485 -3.44716
H 1.95025 -1.01543 0.30698
H -0.70360 2.97816 -1.03201
H -0.15808 2.17352 0.29335
H -1.96220 1.16336 -2.75555
H -2.62505 0.68017 -0.24226
H 0.60220 -0.07626 0.97524
H -0.02927 0.78603 2.32015
H -2.58203 2.13296 0.70190
H -1.91480 -2.99494 -1.31554
H 2.82923 -2.43984 0.22634
H -3.02508 2.12706 -1.04742
H 1.59859 0.03240 -1.99209
H 3.79985 -2.76779 -0.96080
H -1.59878 -3.88304 -2.70926
H 1.78317 1.18483 -0.62839
H -1.20597 -1.05500 1.80752
H -1.14126 -1.43462 3.23516
H 1.46233 2.96505 1.24900
H -1.98276 -0.83816 -0.13446
H 0.15622 -2.65463 -0.20077
H -0.50490 -1.64148 -1.61041
H 1.63068 3.64969 2.62073
*
```



[6]
ORCA calculation (wB97M-V/def2-TZVPD) on 7 unconnected molecules or ions with the total composition C7H24O7 in a non-equilibrium geometry.

The HOMO-LUMO gap comes out at 8.3 eV. As for the energy: -807.67795 Eh. The energy relative to the best compared isomer or geometry (same formula, charge and spin) is 250.8 kJ/mol. The LUMO energy is -0.025 eV. Its SMILES is CC/C(C)=C/C=C/O.O.O.O.O.O.O.

Structure (ORCA input):
```
! wB97M-V def2-TZVPD RIJCOSX def2/J DEFGRID3
* xyz 0 1
O -1.96659 1.62347 -1.35582
O 1.94195 1.76915 -3.35196
O 0.21110 -2.66310 -2.46688
O 3.77615 0.67277 0.72999
O -0.97897 4.01899 1.02648
O 0.63897 3.90761 -2.23935
O -1.67349 0.26909 -3.75888
C 0.16671 -2.78876 1.18200
C 0.28202 -2.12184 -1.18420
C -0.60677 -2.13871 2.04659
C -0.07637 -2.99326 -0.23329
C 1.12579 -1.11124 3.62675
C -1.88579 -1.39202 1.74334
C -0.18656 -1.86198 3.43735
H -1.88138 3.95827 0.78282
H -2.47493 0.62616 -4.20443
H 4.36942 1.36289 1.03791
H -0.20521 3.58578 -2.43694
H -0.51225 -2.17128 -2.89095
H 1.06321 -3.33141 1.49957
H -2.77876 1.77621 -0.88502
H -0.70077 3.10428 1.16608
H -0.99720 -1.28955 3.97169
H 3.60095 0.79739 -0.20336
H 1.83794 -1.78989 3.08068
H 0.32926 -1.00671 -1.12094
H 1.53233 2.63824 -3.21990
H -2.20273 1.15144 -2.17284
H 2.43132 1.63853 -4.15678
H -0.34241 -4.01491 -0.42217
H 0.88363 4.56310 -1.63690
H -1.69030 -0.92488 0.71329
H -0.87774 0.78994 -4.12398
H -0.15356 -2.77064 4.06116
H 1.12019 -0.13822 3.18869
H 1.66075 -0.98956 4.59500
H -2.67844 -2.15283 1.71054
H -2.10149 -0.60252 2.46468
*
```